20
Properties=species:S:1:pos:R:3:forces:R:3 method="wB97M-V/def2-TZVPD" smiles="CSCC[C@H]([NH3+])C=O" total_charge=+1 relative_energy_kj_mol=0.00 e_tot_ha=-725.61854
C 1.252741 -0.571470 3.155772 -0.5 0.4 -0.1
S 0.956958 -0.723174 1.367853 0.0 -0.2 0.5
C 0.157364 0.860125 0.989290 0.4 0.1 0.5
C 0.019275 0.972165 -0.530521 -0.9 1.3 0.8
C -0.337024 -0.299474 -1.220512 -0.2 -1.2 0.3
N -0.066335 -0.215961 -2.678733 0.2 0.5 -1.0
C -1.769144 -0.763823 -0.979952 0.4 0.5 -0.6
O -2.595826 -0.589657 -1.830663 -0.2 -0.2 0.1
H 0.856628 0.410349 3.403907 0.4 0.1 0.3
H 2.303926 -0.664139 3.415062 0.0 0.1 -0.2
H 0.656614 -1.271861 3.728698 0.0 -0.3 -0.1
H -0.796686 1.044652 1.489860 -0.1 -0.6 -0.1
H 0.787924 1.661595 1.388255 0.1 -0.1 -0.4
H -0.788003 1.697798 -0.691303 0.2 0.0 -0.3
H 0.911741 1.406547 -0.938137 0.7 0.0 -0.3
H 0.285877 -1.118378 -0.858349 0.3 0.0 -0.2
H 0.936346 -0.062117 -2.812517 0.0 -0.3 0.0
H -0.507591 0.546607 -3.211032 -0.4 0.0 0.6
H -0.353901 -1.061956 -3.171735 0.1 -0.2 0.1
H -1.910886 -1.257829 -0.015242 -0.4 0.0 0.2